8
Properties=species:S:1:pos:R:3:forces:R:3 method="wB97M-V/def2-TZVPD" de_lowest_kcal_mol=93.9 largest_force_ev_per_a=7.56 smiles=C#CNN charge=0 homo_energy_ev=-9.32 homo_lumo_gap_ev=10.2185
C 1.914 -0.150 0.867 5.0809 2.6824 2.5323
C 0.900 -0.566 0.471 -7.0567 -1.6554 -2.1505
N -0.554 -0.883 0.145 3.1852 -0.1751 -0.2530
N -1.173 -0.017 -0.827 0.7126 -2.2220 -2.0734
H 2.773 0.374 1.377 -1.4690 -1.2492 -1.1453
H -0.509 -1.757 -0.424 -0.1395 0.6010 1.2863
H -0.690 -0.232 -1.732 -0.7455 0.9803 0.9528
H -1.169 0.954 -0.662 0.4319 1.0381 0.8508